{"formula": "C3H6ClN3", "method": "ωB97M-V/def2-TZVPD", "species": ["H", "N", "C", "N", "N", "C", "C", "Cl", "H", "H", "H", "H", "H"], "xyz": [[1.328, 1.873, 0.379], [0.282, 2.232, 0.262], [-0.610, 1.423, -0.146], [-0.612, 0.053, 0.080], [-1.742, -0.521, -0.767], [0.403, -0.947, 0.342], [1.754, -0.871, 0.255], [2.512, 0.328, -0.581], [-1.674, 1.835, -0.308], [-1.506, -1.192, -1.350], [-2.508, -1.029, -0.231], [0.044, -1.613, 1.177], [2.328, -1.571, 0.887]], "mulliken_charge": [0.19, -0.63, 0.19, 0.10, -0.63, -0.18, -0.17, -0.19, 0.32, 0.23, 0.23, 0.22, 0.31], "e_above_lowest_kcal_mol": 79.4, "smiles": "[H]/N=C\\N(N)/C=C\\Cl", "e_homo_ev": -8.84, "max_force_ev_per_a": 6.527, "total_charge": 0, "e_lumo_ev": 0.7313, "spin_multiplicity": 1, "homo_lumo_gap_ha": 0.352, "molar_mass_g_mol": 119.555}

---

{"formula": "C3H6ClNO", "method": "ωB97M-V/def2-TZVPD", "species": ["O", "N", "C", "C", "C", "Cl", "H", "H", "H", "H", "H", "H"], "xyz": [[2.656, -1.213, 0.112], [1.632, -0.501, -0.413], [0.810, -0.056, 0.399], [-0.366, 0.736, -0.232], [-1.802, 0.189, 0.007], [-1.905, -1.497, -0.050], [3.224, -1.549, -0.624], [0.775, 0.090, 1.548], [-0.281, 1.776, 0.250], [0.002, 0.894, -1.260], [-2.315, 0.474, 0.988], [-2.431, 0.655, -0.726]], "mulliken_charge": [-0.39, -0.30, -0.04, -0.56, -0.32, -0.18, 0.37, 0.31, 0.24, 0.29, 0.26, 0.31], "e_above_lowest_kcal_mol": 67.5, "smiles": "O/N=C/CCCl", "e_homo_ev": -9.89, "max_force_ev_per_a": 4.554, "total_charge": 0, "e_lumo_ev": 1.0177, "spin_multiplicity": 1, "homo_lumo_gap_ha": 0.401, "molar_mass_g_mol": 107.540}

---

{"formula": "C3H6ClNO", "method": "ωB97M-V/def2-TZVPD", "species": ["C", "C", "Cl", "C", "N", "O", "H", "H", "H", "H", "H", "H"], "xyz": [[-0.974, -0.759, 0.100], [0.226, -0.244, 0.955], [1.693, -1.329, 0.699], [0.469, 1.267, 0.580], [1.461, 1.502, -0.288], [-0.285, 2.063, 1.063], [-0.434, -0.810, -0.877], [-1.742, 0.001, 0.358], [-1.080, -1.753, 0.590], [-0.002, -0.314, 1.977], [2.168, 0.844, -0.540], [1.553, 2.387, -0.615]], "mulliken_charge": [-0.93, -0.06, -0.24, 0.48, -0.32, -0.58, 0.29, 0.31, 0.26, 0.41, 0.17, 0.21], "e_above_lowest_kcal_mol": 7.0, "smiles": "C[C@@H](Cl)C(N)=O", "e_homo_ev": -10.02, "max_force_ev_per_a": 3.283, "total_charge": 0, "e_lumo_ev": 0.8299, "spin_multiplicity": 1, "homo_lumo_gap_ha": 0.399, "molar_mass_g_mol": 107.540}

---

- Which formula does entry 1 have?
  C3H6ClN3